# 1
A molecular structure, C25H68B2IN11NbO29P2S3 at a distorted geometry, computed with ωB97M-V with the def2-TZVPD basis set.

The total charge is -1. Its HOMO energy is -5.15 eV.

```
142
Properties=species:S:1:pos:R:3:lowdin_charge:R:1
C -2.49 3.15 2.12 -0.11
C -3.39 2.02 1.47 -0.26
C -3.87 0.96 2.51 -0.18
C -4.70 -0.20 1.84 -0.17
N -3.88 -1.41 1.64 -0.21
C -3.95 -1.90 0.25 -0.22
C -2.76 -1.22 -0.51 -0.22
C -2.65 -1.57 -2.03 -0.30
C -1.65 -2.72 -2.43 -0.33
Nb 0.59 -2.22 -2.35 1.32
C 0.85 -2.72 -0.17 -0.24
B 0.03 -3.94 0.41 -0.70
O 0.69 -5.16 0.81 0.07
O -1.39 -3.94 0.66 0.06
B 2.87 -1.67 -2.43 -0.62
C 4.06 -2.68 -2.00 -0.08
O 3.32 -0.36 -2.86 -0.10
P 0.24 0.26 -1.76 0.40
O 0.61 1.30 -3.03 -0.48
I 1.88 0.92 0.01 0.39
P 0.31 -1.56 -4.86 0.48
O -0.90 -0.61 -4.92 -0.42
O -0.16 -2.90 -5.80 -0.25
O 1.71 -0.90 -5.53 -0.24
S 1.25 -4.52 -3.17 0.51
C 2.21 -5.56 -2.01 -0.21
O -0.01 -5.20 -3.65 -0.45
O 2.15 -4.36 -4.40 -0.52
C -4.15 -2.43 2.61 -1.05
S -5.30 -3.63 2.48 0.64
S -3.10 -2.35 4.12 0.82
C -1.37 -2.74 3.58 -0.48
C -0.37 -2.76 4.78 -0.31
C 1.13 -2.65 4.34 -0.11
H -1.67 2.61 2.63 0.06
H -3.07 3.80 2.81 0.07
H -2.03 3.70 1.27 0.07
H -2.75 1.58 0.67 0.09
H -4.25 2.49 0.93 0.07
H -4.56 1.46 3.24 0.11
H -3.05 0.54 3.14 0.09
H -5.10 0.20 0.87 0.12
H -5.60 -0.40 2.48 0.12
H -4.89 -1.58 -0.27 0.12
H -3.87 -3.00 0.14 0.09
H -1.81 -1.39 0.05 0.08
H -2.94 -0.12 -0.46 0.08
H -2.51 -0.66 -2.65 0.07
H -3.67 -1.96 -2.32 0.10
H -1.86 -2.90 -3.53 0.03
H -1.88 -3.71 -1.96 0.05
H 0.55 -1.81 0.44 0.00
H 1.93 -2.89 0.08 0.04
H 0.11 -5.89 0.59 0.08
H -1.73 -4.82 0.44 0.10
H 5.05 -2.14 -2.02 0.04
H 3.96 -3.09 -0.98 0.05
H 4.11 -3.55 -2.70 0.05
H 4.07 -0.51 -3.45 0.07
H 1.27 0.92 -3.63 0.00
H 0.52 -3.04 -6.47 0.04
H 2.38 -1.60 -5.54 0.04
H 3.05 -6.08 -2.52 0.07
H 1.51 -6.32 -1.59 0.05
H 2.63 -5.01 -1.14 0.04
H -1.40 -3.77 3.17 0.07
H -1.00 -2.07 2.78 0.08
H -0.55 -1.94 5.52 0.10
H -0.47 -3.71 5.37 0.10
H 1.34 -1.70 3.79 0.07
H 1.75 -2.60 5.27 0.07
H 1.50 -3.52 3.76 0.07
C -2.75 1.05 -6.60 0.04
N -4.14 1.54 -6.82 -0.43
O -4.41 2.01 -7.91 0.05
O -4.91 1.45 -5.89 0.04
H -2.18 1.20 -7.51 0.08
H -2.33 1.63 -5.78 0.11
H -2.81 0.00 -6.35 0.09
C -5.82 4.27 -1.78 0.05
N -5.96 4.12 -0.31 -0.45
O -5.84 5.11 0.38 0.06
O -6.17 3.00 0.10 0.04
H -5.63 5.32 -2.00 0.10
H -4.99 3.65 -2.10 0.11
H -6.76 3.95 -2.23 0.06
C -2.63 -2.26 -9.21 0.05
N -1.19 -1.90 -9.12 -0.45
O -0.91 -0.82 -8.65 0.07
O -0.40 -2.72 -9.52 0.06
H -3.22 -1.44 -8.82 0.09
H -2.86 -2.43 -10.26 0.10
H -2.78 -3.16 -8.62 0.11
C 2.98 3.11 4.17 0.05
N 1.71 2.36 4.29 -0.45
O 1.58 1.37 3.61 0.02
O 0.88 2.80 5.07 0.05
H 3.62 2.61 3.45 0.10
H 2.74 4.12 3.84 0.10
H 3.44 3.13 5.16 0.07
C 3.41 3.33 8.62 0.06
N 4.76 2.88 8.23 -0.45
O 5.08 2.99 7.06 0.06
O 5.47 2.42 9.10 0.06
H 2.90 3.72 7.75 0.09
H 2.88 2.48 9.04 0.11
H 3.53 4.11 9.37 0.10
C 7.02 1.99 12.41 0.03
N 5.77 1.52 13.07 -0.45
O 5.85 0.56 13.80 0.07
O 4.76 2.15 12.83 0.05
H 7.83 1.34 12.71 0.08
H 6.86 1.94 11.34 0.07
H 7.19 3.01 12.73 0.10
C 7.42 0.24 -1.46 0.04
N 7.35 -0.08 -0.01 -0.46
O 7.63 0.81 0.77 0.06
O 7.02 -1.21 0.28 0.07
H 7.72 1.28 -1.58 0.09
H 8.15 -0.43 -1.91 0.10
H 6.43 0.08 -1.88 0.09
C -7.74 2.19 -5.54 0.04
N -8.04 2.29 -4.09 -0.43
O -7.99 3.39 -3.57 0.02
O -8.31 1.26 -3.51 0.09
H -7.51 3.19 -5.91 0.10
H -6.88 1.53 -5.65 0.06
H -8.62 1.78 -6.03 0.10
C 8.57 0.17 8.58 0.05
N 8.43 0.13 10.06 -0.44
O 9.06 0.95 10.70 0.04
O 7.70 -0.71 10.52 0.08
H 9.25 0.98 8.32 0.10
H 8.96 -0.79 8.26 0.10
H 7.58 0.36 8.16 0.10
C -3.29 4.63 -10.43 0.04
N -2.32 5.43 -9.64 -0.46
O -2.40 5.38 -8.43 0.07
O -1.52 6.09 -10.26 0.06
H -3.94 4.10 -9.74 0.08
H -3.86 5.32 -11.04 0.10
H -2.72 3.94 -11.04 0.10
```

=====

# 2
C12H15NO4S in the gas phase, computed with ωB97M-V with the def2-TZVPD basis set.

As for the relative energy (zero: lowest compared OMol25 entry of this formula, charge and spin): 123.4 kJ/mol. The structure (SMILES) is CCOC(=O)c1ccc(S(=O)(=O)NC2CC2)cc1. Its HOMO energy is -9.94 eV.

```
33
Properties=species:S:1:pos:R:3:nbo_charge:R:1
C 5.36 1.24 0.98 -0.62
C 4.85 0.09 0.13 -0.07
O 3.44 -0.03 0.33 -0.51
C 2.83 -1.00 -0.34 0.78
O 3.40 -1.75 -1.09 -0.59
C 1.36 -1.05 -0.07 -0.16
C 0.74 -0.12 0.76 -0.11
C -0.62 -0.21 0.98 -0.22
C -1.34 -1.21 0.38 -0.32
S -3.12 -1.27 0.60 2.32
O -3.59 -2.61 0.41 -0.94
O -3.45 -0.58 1.81 -0.93
N -3.71 -0.40 -0.69 -0.86
C -3.21 0.92 -0.93 -0.09
C -3.46 1.95 0.11 -0.42
C -4.20 2.01 -1.19 -0.41
C -0.74 -2.14 -0.45 -0.20
C 0.62 -2.06 -0.67 -0.15
H 4.88 2.17 0.68 0.21
H 6.43 1.34 0.85 0.22
H 5.15 1.06 2.03 0.21
H 5.32 -0.86 0.42 0.19
H 5.05 0.25 -0.93 0.19
H 1.33 0.65 1.23 0.23
H -1.14 0.48 1.63 0.25
H -3.83 -0.98 -1.51 0.41
H -2.25 0.96 -1.46 0.20
H -4.01 1.63 0.99 0.25
H -2.69 2.68 0.31 0.22
H -5.24 1.74 -1.19 0.23
H -3.94 2.78 -1.90 0.22
H -1.35 -2.92 -0.89 0.24
H 1.13 -2.77 -1.31 0.24
```

=====

# 3
12 unconnected molecules or ions with the total composition C38H102N2O12 at a distorted geometry, computed with ωB97M-V with the def2-TZVPD basis set.

As for the relative energy (zero: lowest compared OMol25 entry of this formula, charge and spin): 199.0 kJ/mol. The structure (SMILES) is COC[C@H](C)N.COC[C@H](C)N.CC(C)O.CC(C)O.CC(C)O.CC(C)O.CC(C)O.CC(C)O.CC(C)O.CC(C)O.CC(C)O.CC(C)O. Its HOMO energy is -9.14 eV.

```
154
Properties=species:S:1:pos:R:3:lowdin_charge:R:1
C 1.91 3.78 -0.18 -0.12
O 0.86 3.31 0.59 -0.18
C 0.28 4.35 1.29 -0.22
C -0.66 3.68 2.27 -0.44
C -1.29 4.67 3.21 -0.05
N -0.02 2.70 3.10 0.08
H 1.54 4.44 -1.01 0.11
H 2.50 3.00 -0.62 0.07
H 2.60 4.39 0.41 0.08
H 1.04 4.91 1.80 0.11
H -0.23 5.09 0.72 0.11
H -1.36 3.26 1.57 0.11
H -0.75 4.63 4.16 0.08
H -2.40 4.55 3.28 0.09
H -1.13 5.69 2.85 0.07
H -0.61 2.51 3.91 0.09
H 0.01 1.85 2.58 0.06
C -1.25 0.48 -3.79 -0.05
O -0.06 0.68 -2.99 -0.24
C 0.51 2.01 -2.96 -0.17
C 0.64 2.66 -4.33 -0.45
C 1.83 2.07 -5.02 -0.05
N 0.78 4.10 -4.19 0.06
H -2.13 1.00 -3.31 0.11
H -1.39 -0.59 -3.77 0.07
H -1.05 0.80 -4.77 0.05
H -0.09 2.64 -2.25 0.12
H 1.46 1.83 -2.43 0.11
H -0.29 2.40 -4.88 0.12
H 1.83 1.01 -4.74 0.07
H 2.73 2.41 -4.45 0.09
H 1.93 2.20 -6.04 0.06
H 1.25 4.48 -5.01 0.09
H -0.10 4.56 -4.00 0.03
C -4.05 1.04 1.88 -0.03
C -4.59 0.55 0.53 -0.42
C -5.94 1.17 0.27 -0.04
O -3.70 1.10 -0.52 -0.10
H -4.65 0.60 2.73 0.10
H -4.16 2.12 1.80 0.08
H -3.02 0.76 2.02 0.06
H -4.59 -0.52 0.41 0.10
H -6.52 1.14 1.16 0.07
H -6.42 0.64 -0.56 0.09
H -5.80 2.19 -0.03 0.07
H -2.83 0.86 -0.16 0.04
C -0.07 -1.54 -0.43 -0.02
C 0.16 -0.34 0.46 -0.53
C 1.51 0.18 0.40 -0.05
O -0.75 0.66 0.20 -0.04
H -1.07 -2.05 -0.25 0.09
H 0.67 -2.33 -0.35 0.08
H -0.08 -1.10 -1.44 0.06
H 0.00 -0.68 1.47 0.12
H 1.83 0.93 1.14 0.06
H 1.73 0.65 -0.63 0.10
H 2.29 -0.59 0.44 0.09
H -0.45 1.33 -0.44 0.08
C 4.11 3.70 2.99 -0.05
C 3.69 2.22 3.11 -0.50
C 4.81 1.33 3.60 -0.06
O 2.70 2.10 4.13 -0.12
H 4.59 3.95 3.94 0.08
H 3.31 4.36 2.80 0.04
H 4.88 3.91 2.18 0.10
H 3.28 1.71 2.21 0.12
H 5.29 1.78 4.50 0.09
H 5.63 1.17 2.88 0.08
H 4.37 0.34 3.77 0.06
H 1.95 2.75 3.89 0.09
C 3.01 -5.31 2.13 -0.06
C 1.81 -6.22 2.38 -0.48
C 2.15 -7.57 3.02 -0.05
O 0.84 -5.45 3.12 -0.08
H 3.78 -5.87 1.50 0.10
H 3.49 -4.98 3.16 0.11
H 2.74 -4.44 1.64 0.04
H 1.26 -6.38 1.44 0.14
H 1.24 -7.93 3.56 0.09
H 2.93 -7.48 3.70 0.05
H 2.42 -8.30 2.27 0.07
H 1.25 -4.86 3.76 0.06
C -2.29 -4.21 2.31 -0.04
C -2.98 -2.83 2.36 -0.46
C -4.45 -2.88 2.95 -0.05
O -2.23 -1.89 3.12 -0.05
H -2.94 -4.92 1.87 0.06
H -2.03 -4.62 3.30 0.09
H -1.33 -4.13 1.76 0.08
H -3.00 -2.33 1.37 0.11
H -4.99 -2.00 2.92 0.02
H -4.39 -3.17 4.07 0.11
H -5.06 -3.67 2.43 0.08
H -1.45 -2.30 3.40 0.04
C -4.47 -3.32 -3.14 -0.06
C -4.59 -2.57 -1.84 -0.49
C -4.97 -3.47 -0.74 -0.06
O -3.26 -1.99 -1.66 -0.10
H -5.27 -3.98 -3.35 0.06
H -3.59 -4.00 -3.20 0.09
H -4.48 -2.60 -3.97 0.09
H -5.26 -1.76 -1.89 0.12
H -5.77 -4.20 -0.99 0.09
H -5.30 -2.88 0.16 0.08
H -4.09 -4.10 -0.50 0.10
H -3.29 -1.02 -1.34 0.10
C -2.04 4.71 -2.65 -0.05
C -2.80 4.87 -1.34 -0.46
C -4.30 5.27 -1.46 -0.04
O -2.75 3.71 -0.51 -0.08
H -2.26 5.57 -3.27 0.09
H -2.39 3.76 -3.08 0.09
H -0.99 4.63 -2.49 0.03
H -2.28 5.67 -0.75 0.14
H -4.79 4.53 -2.02 0.06
H -4.47 6.25 -1.93 0.09
H -4.69 5.22 -0.46 0.07
H -3.17 2.88 -0.78 0.05
C 5.21 0.38 -4.83 -0.03
C 5.11 0.22 -3.27 -0.48
C 5.77 1.32 -2.44 -0.05
O 3.75 0.13 -2.86 -0.07
H 6.17 0.16 -5.27 0.08
H 4.82 1.32 -5.02 0.03
H 4.54 -0.41 -5.21 0.07
H 5.61 -0.73 -3.14 0.12
H 6.81 1.46 -2.60 0.07
H 5.81 0.88 -1.42 0.09
H 5.22 2.24 -2.45 0.07
H 3.42 -0.75 -3.16 0.09
C -0.59 -3.43 -3.81 -0.04
C 0.89 -2.91 -4.00 -0.42
C 1.01 -2.29 -5.40 -0.07
O 1.38 -1.94 -3.05 -0.10
H -0.72 -4.30 -4.48 0.09
H -1.23 -2.64 -4.01 0.02
H -0.80 -3.88 -2.85 0.07
H 1.62 -3.69 -3.81 0.13
H 0.19 -1.54 -5.55 0.08
H 0.90 -2.99 -6.30 0.10
H 1.94 -1.70 -5.52 0.06
H 0.94 -1.07 -3.05 0.05
C 1.88 -1.12 3.89 -0.03
C 2.69 -1.78 5.06 -0.50
C 2.10 -1.33 6.41 -0.03
O 2.67 -3.13 4.89 -0.05
H 0.92 -1.41 3.91 0.01
H 2.20 -1.57 2.87 0.11
H 1.99 -0.06 3.88 0.05
H 3.73 -1.48 4.94 0.12
H 1.01 -1.32 6.51 0.08
H 2.40 -0.32 6.67 0.08
H 2.41 -2.00 7.22 0.07
H 2.68 -3.46 5.81 0.11
```